This record from the Open Molecules 2025 dataset describes one molecule with the formula C3H3IS in a non-equilibrium geometry. The level of theory is ωB97M-V with the def2-TZVPD basis set.

Properties
2S+1   1
Charge   0
SMILES string   C#C[C@@H](S)I
Molar mass   198.03 g mol⁻¹
LUMO energy   -0.301 eV
Energy   -811.87872 Ha
Kohn-Sham gap   9.207 eV

Geometry as XYZ:
```
8
C3H3IS (ωB97M-V with the def2-TZVPD basis set)
C 0.9993 1.4992 0.5993
C 0.2201 0.8075 -0.0005
C -0.6177 -0.2247 -0.3654
S 0.0378 -2.0430 0.4011
I -2.6212 0.2673 0.3364
H 1.7582 2.1754 0.9099
H -0.7061 -0.4142 -1.4370
H 0.9295 -2.0675 -0.4437
```